This record from the OMol25 dataset describes a molecular structure, C31H57N2O2P2Sn at a distorted geometry. The level of theory is the ωB97M-V functional and the def2-TZVPD basis.

```
! wB97M-V def2-TZVPD RIJCOSX def2/J DEFGRID3
* xyz 1 1
Sn 0.11 -0.16 0.10
P -0.81 -1.46 -2.01
P 1.00 2.16 1.19
O -3.85 1.04 0.69
O -0.30 -2.06 2.01
N 1.97 -0.87 -0.85
N 0.26 1.53 -1.64
C 0.34 2.86 -1.47
C -2.60 0.49 -2.94
C 1.97 -0.89 -2.10
C -2.51 -1.65 -4.26
C -1.74 -4.15 -2.18
C 0.46 3.71 -2.57
C 3.27 -1.18 -2.97
C 0.38 2.60 2.91
C 3.31 2.44 -0.38
C 3.40 0.85 1.55
C 1.00 1.60 3.90
C 2.88 2.23 1.08
C 4.19 0.03 -2.83
C 0.50 0.97 -2.85
C 2.97 -1.36 -4.46
C -3.57 -1.57 -1.92
C 0.37 3.39 -0.03
C 0.70 1.78 -3.97
C 3.95 -2.44 -2.40
C 0.66 3.17 -3.83
C 3.46 3.37 1.93
C 0.42 -3.62 -3.36
C -2.44 -1.03 -2.85
C 0.33 -3.76 -0.86
C -1.15 2.42 2.93
C -2.77 0.73 0.47
C 0.70 4.05 3.31
C -1.25 -1.98 3.09
C 0.60 -0.52 -2.90
C -0.44 -3.33 -2.13
C -2.61 -2.49 2.68
H 0.61 -4.70 -3.42
H 0.30 -2.81 2.21
H 0.06 4.32 4.17
H 4.87 -2.16 -1.88
H 4.44 0.22 -1.78
H 0.48 4.76 2.50
H 1.39 -3.11 -3.29
H -3.07 -1.87 1.89
H 0.91 1.31 -4.93
H 2.83 0.45 2.40
H -1.30 -0.92 3.39
H 0.43 4.78 -2.39
H 4.22 -3.13 -3.21
H 0.73 -4.78 -1.01
H -2.52 0.97 -1.95
H -0.65 3.71 0.28
H 0.58 -0.90 -3.93
H -1.45 1.39 2.68
H 2.55 -0.45 -4.89
H -1.66 3.11 2.24
H -3.27 -1.55 -0.86
H 3.93 -1.57 -4.96
H 2.92 1.65 -1.02
H -0.87 -2.55 3.96
H -1.51 2.64 3.95
H 1.17 -3.10 -0.63
H -2.98 -0.93 -4.95
H 1.02 4.29 0.01
H 5.13 -0.16 -3.38
H 4.54 3.45 1.71
H 3.73 0.93 -3.26
H 3.00 3.42 -0.77
H -3.12 -2.56 -4.28
H -4.46 -0.93 -2.03
H -2.57 -3.53 2.31
H 0.79 3.81 -4.70
H 1.73 4.20 3.64
H 4.41 2.40 -0.43
H 4.46 0.96 1.87
H 3.37 3.21 3.01
H 3.02 4.34 1.66
H -1.87 0.93 -3.63
H -1.47 -5.22 -2.14
H 0.75 0.56 3.62
H -1.52 -1.87 -4.68
H 2.31 -2.22 -4.66
H -2.37 -3.94 -1.31
H 3.33 0.11 0.74
H -2.32 -3.99 -3.09
H 0.59 1.78 4.90
H -0.35 -3.80 0.01
H -3.87 -2.60 -2.18
H -3.60 0.70 -3.34
H 3.32 -2.97 -1.69
H -0.07 -3.32 -4.30
H -3.28 -2.45 3.55
H 2.09 1.69 3.97
*
```

**LUMO energy**: -2.41 eV
**Energy above the lowest of the compared OMol25 structures with the same formula, charge and spin**: 0.000 eV
**Energy**: -64550.2777 eV

***

This record from the OMol25 dataset describes a molecular structure, C24H28INO2PtS4 at a distorted geometry. The level of theory is the ωB97M-V functional and the def2-TZVPD basis.

```
! wB97M-V def2-TZVPD RIJCOSX def2/J DEFGRID3
* xyz 0 1
Pt 0.27 -0.27 0.96
I -0.32 -1.31 3.32
S 1.10 4.54 -0.69
S -2.36 3.49 1.77
S -2.78 1.75 -1.95
S -2.97 -2.22 0.59
O -1.60 -2.20 0.00
O -0.81 0.98 -0.37
N 1.35 -4.14 -0.05
C 0.03 2.67 2.19
C 3.69 -2.28 -0.80
C 1.27 -2.83 -0.79
C -0.87 2.84 1.18
C -0.71 2.38 -0.28
C -3.46 -0.53 1.06
C -0.48 3.06 3.46
C 0.64 2.87 -0.78
C 2.64 4.21 -1.36
C 3.30 -0.13 0.88
C -3.39 4.22 -2.27
C -3.77 2.97 -2.65
C -1.83 2.94 -1.14
C 2.41 -1.94 -0.38
C 1.65 2.12 -1.31
C 4.59 -0.49 0.49
C 2.80 2.89 -1.64
C -4.09 -2.33 -0.84
C -1.75 3.52 3.38
C 0.81 -4.00 1.33
C -2.27 4.20 -1.39
C 4.79 -1.56 -0.36
C 2.18 -0.86 0.47
C 0.67 -5.23 -0.78
H 1.13 -5.36 -1.76
H 1.31 -3.05 -1.86
H -3.87 5.12 -2.61
H -1.82 5.08 -0.96
H 3.18 0.72 1.53
H -2.56 0.06 1.11
H 3.70 2.46 -2.06
H -4.58 2.70 -3.31
H 5.79 -1.83 -0.68
H 2.35 -4.35 0.02
H 5.44 0.08 0.85
H 1.33 -3.20 1.84
H 1.04 2.33 2.03
H 0.07 2.98 4.38
H -0.24 -3.74 1.27
H -0.37 -4.96 -0.91
H 3.35 5.01 -1.50
H 1.57 1.05 -1.46
H -3.97 -3.30 -1.31
H -3.84 -1.54 -1.54
H -3.94 -0.59 2.04
H 3.84 -3.11 -1.50
H -5.11 -2.22 -0.47
H 0.94 -4.93 1.87
H 0.31 -2.37 -0.55
H -4.13 -0.10 0.32
H 0.74 -6.16 -0.21
H -2.38 3.88 4.18
*
```

**LUMO energy**: -0.12 eV
**Energy above the lowest of the compared OMol25 structures with the same formula, charge and spin**: 1.918 eV
**Energy**: -85613.2689 eV

***

This record from the OMol25 dataset describes a molecular structure, C29H37Cl5CsN5O4S4 at a distorted geometry. The level of theory is the ωB97M-V functional and the def2-TZVPD basis.

```
! wB97M-V def2-TZVPD RIJCOSX def2/J DEFGRID3
* xyz 0 1
Cs 0.27 0.97 -1.21
Cl -3.03 -1.75 -6.33
Cl 1.07 1.61 -7.33
Cl 1.98 1.46 -4.34
Cl -1.44 0.05 -8.31
Cl -2.08 -2.06 -3.36
S 2.51 -3.13 -0.47
S -3.02 1.08 -2.15
S -0.34 -1.12 1.51
S 3.36 0.30 1.20
O -1.48 3.00 -1.47
O 2.12 0.83 0.55
O -1.83 2.16 -2.58
O -0.82 -0.93 0.10
N -5.59 1.80 -1.82
N 2.99 -1.61 -2.60
N 1.13 -2.91 -2.74
N 4.13 -1.08 -1.99
N -4.10 3.50 -1.71
C 3.66 -0.94 3.60
C 4.90 4.03 1.13
C 6.23 3.80 1.43
C 2.98 0.07 2.93
C -1.71 -0.58 2.59
C 4.01 2.97 1.07
C 3.36 -1.17 4.93
C -0.93 -0.08 -6.67
C -4.31 2.25 -1.89
C -5.43 4.11 -1.49
C 0.55 0.51 -4.89
C 0.19 0.62 -6.23
C -3.67 -1.69 1.38
C -1.18 -0.97 -4.47
C 0.38 -3.28 3.06
C -6.08 0.46 -2.01
C 0.34 -4.79 3.28
C -0.10 -0.29 -3.98
C 2.00 0.83 3.54
C -6.45 2.95 -1.59
C 4.47 1.69 1.32
C 1.71 0.58 4.87
C -3.03 -0.40 1.85
C -0.38 -2.89 1.81
C 2.39 -0.41 5.57
C 5.81 1.44 1.60
C 6.69 2.51 1.66
C 2.19 -2.51 -2.02
C -1.64 -0.89 -5.78
H 4.55 5.04 0.94
H 0.77 -5.31 2.42
H 0.11 -3.29 0.92
H -3.78 -2.41 2.20
H -3.70 0.15 2.52
H 3.87 -1.96 5.47
H -0.68 -5.14 3.41
H 2.96 3.12 0.82
H 6.16 0.43 1.76
H 7.74 2.33 1.88
H 2.70 -1.11 -3.44
H 4.63 -1.87 -1.59
H -1.79 -1.31 3.40
H -6.69 0.15 -1.16
H -5.44 4.58 -0.50
H 0.91 -5.08 4.16
H 0.95 1.17 5.38
H 1.48 1.59 2.97
H -0.02 -2.76 3.94
H 4.38 -1.55 3.07
H -2.28 3.58 -1.47
H -3.08 -2.16 0.59
H 1.42 -2.94 2.96
H -4.67 -1.50 0.98
H 0.44 -3.43 -2.22
H -5.25 -0.24 -2.09
H 2.15 -0.60 6.61
H -1.42 -3.24 1.82
H 0.73 -2.23 -3.38
H 6.93 4.63 1.47
H -7.15 3.08 -2.42
H -5.61 4.88 -2.23
H -2.85 0.25 0.99
H -6.68 0.38 -2.92
H 3.82 -0.54 -1.19
H -1.39 0.37 3.04
H -7.04 2.82 -0.68
*
```

**LUMO energy**: -0.07 eV
**Energy above the lowest of the compared OMol25 structures with the same formula, charge and spin**: 2.541 eV
**Energy**: -152810.0496 eV

***

This record from the OMol25 dataset describes 12 unconnected molecules or ions with the total composition C21H54N12O15 at a distorted geometry. The level of theory is the ωB97M-V functional and the def2-TZVPD basis.

```
! wB97M-V def2-TZVPD RIJCOSX def2/J DEFGRID3
* xyz 0 1
O -7.73 -24.91 -4.33
O -5.52 -22.79 -6.55
O -5.68 -17.96 1.67
O -6.15 -22.54 0.05
O -5.84 -19.59 -2.20
O -8.14 -16.41 -2.77
O -3.86 -17.05 -4.38
O -2.59 -19.23 -8.13
O -4.18 -22.36 -3.21
O -4.44 -18.52 0.06
O -7.49 -18.60 -8.43
O -4.46 -19.49 -7.10
O -7.62 -20.80 -2.48
O -9.84 -22.65 -8.17
O -0.71 -21.05 -4.38
N -6.56 -24.66 -7.14
N -6.57 -16.93 -4.31
N -8.05 -22.55 1.24
N -5.37 -17.93 0.50
N -3.23 -19.06 -3.60
N -7.14 -23.91 -2.35
N -8.47 -20.36 -9.51
N -9.98 -23.92 -6.27
N -3.70 -18.89 -7.86
N -6.63 -20.24 -2.89
N -3.50 -21.45 -1.28
N -2.33 -22.07 -5.61
C -8.89 -21.85 -6.17
C -1.51 -17.72 -4.55
C -2.96 -17.89 -4.21
C -9.60 -22.84 -6.98
C -5.69 -23.64 -7.40
C -5.06 -23.76 -8.81
C -0.18 -21.69 -6.62
C -6.13 -17.02 -0.43
C -9.84 -18.95 -8.21
C -6.30 -20.31 -4.42
C -6.93 -21.92 0.75
C -7.89 -16.92 -3.84
C -8.48 -19.30 -8.71
C -6.03 -25.95 -3.11
C -6.70 -20.51 1.11
C -4.22 -17.55 -8.41
C -1.07 -21.61 -5.43
C -8.91 -17.46 -4.83
C -7.03 -24.83 -3.32
C -3.43 -22.39 -2.22
C -2.54 -23.53 -1.82
H -10.45 -19.69 -7.74
H -8.58 -22.00 1.87
H -7.02 -24.82 -6.25
H 0.81 -21.48 -6.15
H -8.48 -18.00 -5.68
H -5.28 -25.93 -3.86
H -4.53 -22.81 -9.01
H -5.79 -16.00 -0.25
H -9.16 -20.83 -6.49
H -3.47 -17.27 -9.15
H -1.12 -18.60 -5.01
H -5.76 -16.56 -3.84
H -0.97 -17.60 -3.60
H -4.30 -24.54 -8.77
H -6.08 -17.48 -1.41
H -5.90 -21.33 -4.60
H -5.68 -20.27 0.80
H -7.26 -20.20 -4.94
H -0.25 -22.67 -7.14
H -9.75 -18.13 -7.53
H -7.59 -20.70 -9.87
H -5.20 -17.73 -8.84
H -4.18 -20.67 -1.43
H -2.52 -22.53 -6.47
H -6.46 -23.80 -1.60
H -8.38 -23.43 0.86
H -7.44 -19.97 0.53
H -6.36 -17.23 -5.23
H -3.06 -21.55 -0.40
H -2.46 -19.66 -3.38
H -9.20 -21.93 -5.12
H -4.26 -16.84 -7.60
H -3.03 -24.54 -1.91
H -5.65 -25.79 -2.10
H -7.14 -17.25 -0.05
H -9.55 -18.01 -4.15
H -5.60 -19.47 -4.50
H -10.51 -24.67 -6.72
H -0.42 -20.95 -7.33
H -5.86 -23.95 -9.52
H -1.61 -23.63 -2.37
H -9.57 -24.16 -5.38
H -7.88 -23.18 -2.48
H -10.36 -18.63 -9.09
H -4.15 -19.27 -3.22
H -2.33 -23.44 -0.76
H -7.79 -22.00 -6.29
H -6.83 -20.42 2.22
H -6.59 -26.90 -3.17
H -1.38 -16.89 -5.25
H -9.03 -21.14 -9.22
H -6.74 -25.35 -7.87
H -3.04 -22.13 -4.88
H -9.44 -16.54 -5.15
*
```

**LUMO energy**: 0.23 eV
**SMILES**: C[N+](=O)[O-].C[N+](=O)[O-].C[N+](=O)[O-].CC(N)=O.CC(N)=O.CC(N)=O.CC(N)=O.CC(N)=O.CC(N)=O.CC(N)=O.CC(N)=O.CC(N)=O
**Energy**: -71244.6611 eV